No. 1
Density functional theory data (wB97M-V/def2-TZVPD) for a structure of composition C19H17LiN5S5Se.

The geometry in ORCA input format:
```
! RIJCOSX wB97M-V def2-TZVPD def2/J DEFGRID3
* xyz -1 1
H -0.77 -3.81 -1.58
N -3.12 -5.34 -3.57
C 3.16 2.49 0.20
S 1.54 1.05 -3.33
C 2.15 3.24 -0.66
N 2.19 -0.84 3.39
C -0.62 1.21 3.27
C -1.27 -1.96 -0.64
Se 2.52 -2.01 4.68
H 2.28 2.99 -1.71
C -2.97 -4.40 -2.92
H -4.28 -0.43 -1.02
N -6.06 -2.49 -3.10
S 0.44 2.84 -0.20
C -0.03 1.12 -2.42
H 2.98 -0.80 -3.27
N 0.51 0.70 2.88
H -1.41 2.49 -1.54
H 4.31 -0.53 -1.38
C 2.50 -0.23 -2.48
C -3.51 -1.17 -1.14
H -2.29 1.30 4.67
H -1.34 -0.45 6.18
H -0.03 0.32 -1.68
C -0.35 2.47 -1.79
C 3.58 0.27 -1.51
Li 0.31 0.37 0.80
S 0.30 -1.86 0.10
H -0.14 3.29 -2.47
C 1.05 -0.27 3.69
C -1.33 0.83 4.47
C -1.55 -3.07 -1.46
H 4.10 1.13 -1.92
C -2.76 -3.25 -2.11
H -1.06 1.96 2.63
C 0.42 -0.71 4.91
H 4.17 2.78 -0.08
S -2.10 0.46 0.49
H 3.02 2.74 1.25
C -3.76 -2.28 -1.94
H 2.31 4.31 -0.54
C -0.83 -0.12 5.28
N 1.05 -1.64 5.60
C -2.29 -0.98 -0.48
H -0.82 0.89 -3.14
H 1.81 -0.90 -1.96
S 3.02 0.69 0.17
C -5.03 -2.40 -2.59
*
```

Summary:
Electronic energy in eV: -147160.565
Frontier orbital gap in eV: 4.8

No. 2
Density functional theory data (wB97M-V/def2-TZVPD) for a structure of composition C32H44EuN4P2Si in a non-equilibrium geometry.

The geometry in ORCA input format:
```
! RIJCOSX wB97M-V def2-TZVPD def2/J DEFGRID3
* xyz 0 8
C 0.41 4.35 -0.53
C 0.17 -0.71 -7.87
H 2.27 1.09 -3.06
H 2.68 -4.01 -10.75
H 1.48 -3.71 -2.18
H -1.68 -1.02 -9.01
N 2.47 -0.14 -6.85
H -2.37 -2.37 4.63
H -1.36 -1.07 5.26
C -2.01 1.99 -6.18
C 3.55 0.08 -5.99
H -2.05 1.14 -9.33
H 1.13 -2.40 -0.97
C -5.38 -2.67 -8.11
C 1.08 4.21 -1.89
C -1.21 -1.35 -8.06
H 0.31 4.41 -2.64
C -0.59 3.27 -0.30
H 5.47 1.10 -6.26
C 0.07 1.26 -2.95
C 4.00 1.10 -7.97
H -1.14 -2.45 -8.14
H -3.86 -3.29 -6.57
C -1.98 1.66 -8.39
C 2.47 -3.90 -7.45
H 2.77 -2.44 -1.74
C 2.31 -2.50 -9.19
C -5.52 -1.39 -8.76
H 3.25 -5.61 -8.59
H 4.47 1.62 -8.79
H -6.26 -1.13 -9.50
H -0.84 3.09 0.76
H 2.90 3.05 -1.90
C 1.70 -2.66 -1.87
H 0.13 1.04 2.39
N 2.12 -2.61 -7.81
H -0.07 0.85 -3.99
H -0.05 0.43 -2.20
H 3.53 -0.30 -4.98
H 2.44 -4.19 -6.41
H 1.12 -0.45 2.41
C -1.30 2.61 -1.25
H 1.12 4.48 0.30
C 4.51 0.81 -6.66
H -1.66 3.77 -8.97
H -1.95 1.78 -3.01
N -3.78 -1.27 -7.32
H -0.63 -2.58 4.71
H -0.95 3.12 -3.37
H -2.66 1.09 2.57
H 0.58 0.27 3.93
H 0.64 -0.63 -8.86
C 1.48 1.82 -2.79
C -1.80 3.03 -8.19
C 2.66 -3.75 -9.70
C -2.82 0.08 2.95
C -1.20 -1.69 1.00
H -3.68 -0.37 2.43
N -2.14 1.01 -7.17
C 0.28 0.06 2.89
Si -1.28 -1.00 2.77
H 2.26 -1.55 -9.70
P 1.30 -1.43 -6.62
C 1.85 2.95 -2.19
H -2.09 1.74 -5.14
C -1.41 -1.85 4.48
C -1.03 2.27 -2.68
H -1.80 4.19 -6.24
H -3.09 0.17 4.01
H -5.99 -3.54 -8.27
C -1.06 -1.81 -0.25
C -4.31 -2.57 -7.24
H 0.01 0.31 -7.53
H 1.84 4.99 -1.96
Eu -0.38 -1.92 -3.16
H -2.40 2.57 -1.05
H 2.03 0.61 -8.85
C 2.87 -4.61 -8.58
C -4.53 -0.56 -8.27
P -2.25 -0.86 -6.63
C -1.85 3.25 -6.77
H -4.29 0.47 -8.49
C 2.74 0.54 -8.04
H -0.10 5.33 -0.52
*
```

Summary:
Electronic energy in eV: -85633.948
Frontier orbital gap (spin up / spin down) in eV: 5.9 / 5.9